(1)
84
Properties=species:S:1:pos:R:3 method="wB97M-V/def2-TZVPD" lumo_energy_ev="0.3 / 0.3" homo_lumo_gap_ha="0.2120 / 0.2120"
Hf 0.6135 0.2727 0.5266
Cl 1.3623 2.4521 0.4074
P 0.1766 0.5398 -2.2721
O -2.1142 0.0959 3.8983
O 1.9167 -0.5442 2.0386
N -0.1147 0.2415 2.6818
C -0.0491 3.1512 -3.5387
C 4.8439 0.3243 -3.3387
C 4.3206 0.0951 -1.9167
C -0.7139 -3.6830 1.7966
C -0.7914 -2.2368 -6.1038
C -1.3614 -0.8171 -6.0494
C 0.0575 0.1212 5.0844
C -0.8972 0.1981 3.8947
C -2.9017 3.3913 -2.6619
C -1.5547 -1.7087 -0.2497
C 2.4517 0.8521 -4.0934
C -1.7693 -0.2977 -0.2557
C 2.8254 -0.2651 -1.8592
C 3.9363 1.2380 -4.1735
C -1.9499 -2.8224 1.8820
C -0.5770 -2.8440 -4.7142
C 0.0315 -1.9376 -0.0016
C -0.6692 2.2025 -2.5051
C -2.1871 2.0316 -2.6759
C 0.3495 -3.1456 0.8436
C -0.7500 4.5165 -3.5001
C 1.3761 -0.3136 4.4786
C -0.5300 -0.5314 -3.6600
C -0.6100 0.0991 -5.0694
C -2.5043 -2.5546 0.5697
C 1.1107 -0.2092 3.0390
C 0.1620 -1.9005 -3.7502
C -2.2752 4.4173 -3.6144
C 2.0058 0.7857 -2.6228
H 4.2593 1.2325 -5.2201
H 2.3099 -0.1303 -4.5711
H -0.4846 5.0135 -2.5578
H 0.5990 -3.9026 0.0947
H 1.1998 -1.7660 -4.0931
H -0.1268 2.7325 -4.5551
H -2.5750 1.3873 -1.8768
H 2.5457 -0.3668 -0.7838
H -2.4231 1.5109 -3.6174
H 0.2159 -2.3777 -2.7640
H 4.9451 -0.6451 -3.8503
H -0.4872 2.6594 -1.5127
H -1.1031 1.0794 -5.0423
H 2.6711 -1.2536 -2.3275
H 2.2149 0.3514 4.7527
H -2.8140 -0.3384 -0.5398
H -0.0153 -3.7790 -4.7988
H -1.5553 -3.0979 -4.2775
H -2.4178 -0.8614 -5.7438
H 1.8616 1.5818 -4.6663
H 1.0231 3.2876 -3.3326
H -2.5357 4.1548 -4.6478
H 1.3011 -2.9496 1.4015
H -2.7152 5.4035 -3.4264
H -1.5720 -0.6980 -3.3238
H 0.4642 -2.0595 -1.0611
H 4.0473 2.2722 -3.8129
H 0.1526 1.1252 5.5438
H 5.8480 0.7564 -3.2943
H -0.2674 -3.8046 2.7714
H 1.6829 -1.3398 4.7866
H -0.3564 5.1427 -4.3078
H -1.7083 0.6952 0.3518
H 0.4090 0.2684 -5.4503
H 0.1660 -2.2247 -6.6453
H 2.1927 1.7721 -2.1597
H 4.4718 1.0114 -1.3274
H -3.9558 3.2440 -2.9246
H -1.3413 -0.3651 -7.0461
H -1.7149 -1.8736 2.3647
H -3.5626 -2.0908 0.6709
H -2.6567 -3.4115 -0.0678
H -1.7676 -1.9041 -1.3209
H -2.6812 -3.3482 2.4960
H -0.3051 -0.5690 5.8710
H -2.8840 3.7894 -1.6390
H -1.4620 -2.8757 -6.6833
H 4.9010 -0.6933 -1.4285
H -0.9457 -4.6952 1.4613

=====

(2)
17
Properties=species:S:1:pos:R:3 method="wB97M-V/def2-TZVPD" multiplicity=3 total_charge=+3 lumo_energy_ev="-12.0 / -15.7" homo_lumo_gap_ha="0.2699 / 0.1347"
Yb 0.3018 -3.0144 -0.4828
O -1.1730 0.2999 -1.5757
O -2.6019 -0.6507 -3.0567
O -1.1450 -1.8853 -1.9576
O 0.3834 5.7131 -0.4023
C 0.2600 4.5878 -0.4061
C 0.0950 3.2088 -0.4063
C -2.0536 1.1235 -0.9332
C -1.6276 2.5426 -0.8583
C -1.6675 -0.7733 -2.2719
Li -2.4913 -2.6289 -3.4103
H -3.0869 0.9921 -1.2783
H -2.3830 3.1239 -0.3146
H 0.2858 2.8274 0.6077
H -1.6286 1.4055 0.2618
H -1.7123 2.9430 -1.8815
H 0.8084 2.7507 -1.1060

=====

no.,calculated total energy (hartree),strongest force on any atom (eV/A)
1,-2189.1848,6.41
2,-1660.0315,6.61